1.
3 unconnected molecules or ions with the total composition C45H85N3O10S. Source: OMol25; level of theory: the ωB97M-V functional and the def2-TZVPD basis.

Last column: Mulliken charge in e.
CARTESIAN COORDINATES (ANGSTROEM)
C  1.907  5.776  -3.338  -0.62
C  3.165  5.649  -2.686  -0.41
C  3.177  5.346  -1.258  0.78
O  2.370  5.773  -0.440  -0.54
O  4.177  4.470  -0.911  -0.48
C  3.641  3.152  -0.671  -0.93
C  3.538  2.894  0.840  0.04
C  4.490  1.816  1.356  -1.46
C  4.458  0.520  0.559  -1.35
C  3.011  0.010  0.288  1.27
C  2.949  -1.504  0.527  -1.64
C  1.737  -2.244  -0.065  3.00
C  1.368  -1.723  -1.475  -3.00
C  0.289  -0.655  -1.606  0.13
C  0.152  -0.276  -3.105  -1.18
C  -0.974  -1.028  -3.781  -0.67
C  -0.948  -0.757  -5.296  -0.87
C  -1.565  0.588  -5.621  -0.60
O  -1.130  1.097  -6.888  -0.37
C  0.077  1.675  -6.877  0.80
C  0.640  1.906  -8.240  -1.10
O  0.682  2.015  -5.871  -0.55
C  2.206  -3.724  -0.284  -2.03
C  3.234  -3.875  -1.408  -0.88
C  4.363  -4.791  -0.968  -1.18
N  3.898  -6.163  -0.693  -0.55
S  0.770  -4.778  -0.637  1.72
O  0.656  -5.788  0.361  -0.75
O  0.858  -5.307  -1.950  -0.78
O  -0.525  -3.867  -0.656  -0.04
C  -0.696  -2.948  0.451  -2.16
C  0.585  -2.299  0.971  2.36
C  0.966  -3.109  2.242  -2.11
C  0.228  -0.905  1.536  -2.24
O  -1.085  -0.892  2.061  -0.34
C  -1.164  -0.512  3.419  -0.61
C  -0.879  0.959  3.641  -0.66
H  1.132  6.357  -2.878  0.32
H  1.760  5.247  -4.261  0.27
H  4.123  5.729  -3.172  0.43
H  2.635  3.123  -1.076  0.47
H  4.227  2.413  -1.200  0.40
H  2.529  2.577  1.069  0.17
H  3.773  3.815  1.349  0.41
H  5.517  2.171  1.364  0.58
H  4.262  1.577  2.393  0.31
H  5.007  -0.257  1.078  0.58
H  4.947  0.618  -0.404  0.42
H  2.782  0.289  -0.731  0.29
H  2.399  0.526  1.011  -0.25
H  3.879  -1.910  0.149  0.65
H  3.008  -1.640  1.599  0.13
H  1.106  -2.525  -2.155  0.73
H  2.268  -1.293  -1.898  0.89
H  0.590  0.256  -1.111  0.28
H  -0.693  -0.978  -1.290  0.19
H  1.102  -0.439  -3.599  0.37
H  -0.116  0.772  -3.122  0.46
H  -0.877  -2.101  -3.650  0.50
H  -1.946  -0.704  -3.419  0.40
H  -1.440  -1.537  -5.857  0.38
H  0.100  -0.697  -5.574  0.37
H  -1.431  1.300  -4.819  0.40
H  -2.634  0.449  -5.720  0.33
H  0.726  2.967  -8.430  0.30
H  1.634  1.489  -8.307  0.29
H  0.021  1.488  -9.022  0.34
H  2.678  -4.099  0.608  1.15
H  2.793  -4.196  -2.342  0.64
H  3.706  -2.920  -1.605  0.44
H  5.202  -4.754  -1.651  0.56
H  4.735  -4.357  -0.036  0.36
H  3.812  -6.272  0.311  0.21
H  4.643  -6.808  -0.928  0.27
H  -1.434  -2.229  0.137  0.63
H  -1.172  -3.500  1.248  0.53
H  1.753  -2.636  2.815  0.25
H  1.156  -4.156  2.044  0.50
H  0.085  -3.081  2.869  0.66
H  0.908  -0.722  2.364  0.82
H  0.402  -0.106  0.829  0.06
H  -2.173  -0.695  3.765  0.52
H  -0.508  -1.141  4.021  0.30
H  -1.611  1.552  3.112  0.27
H  0.108  1.216  3.264  0.07
H  -0.873  1.183  4.700  0.43
C  -5.682  -3.791  -0.082  -1.70
C  -6.373  -3.283  -1.370  1.78
C  -7.296  -4.368  -1.925  -1.35
C  -6.547  -5.527  -2.585  -0.50
C  -5.564  -5.012  -3.636  -1.44
C  -4.614  -3.943  -3.097  2.35
N  -5.355  -2.863  -2.380  0.63
O  -5.903  -2.070  -3.242  -0.65
C  -3.568  -4.594  -2.172  -2.04
C  -3.809  -3.361  -4.252  -2.07
C  -7.210  -2.086  -0.932  -1.87
H  -5.467  -4.858  -0.099  0.32
H  -4.752  -3.253  0.105  0.19
H  -6.324  -3.631  0.784  0.53
H  -7.973  -3.927  -2.663  0.38
H  -7.927  -4.749  -1.119  0.35
H  -6.023  -6.125  -1.834  0.30
H  -7.265  -6.200  -3.058  0.42
H  -4.981  -5.844  -4.036  0.37
H  -6.134  -4.602  -4.477  0.35
H  -2.948  -3.839  -1.689  0.17
H  -2.903  -5.239  -2.748  0.57
H  -3.996  -5.229  -1.401  0.39
H  -4.445  -2.958  -5.039  0.46
H  -3.196  -4.143  -4.699  0.51
H  -3.146  -2.569  -3.905  0.26
H  -6.578  -1.285  -0.545  0.43
H  -7.893  -2.392  -0.141  0.45
H  -7.815  -1.685  -1.742  0.38
C  0.225  5.586  7.178  -1.99
C  0.133  4.633  5.963  2.18
C  1.029  3.415  6.191  -0.79
C  2.520  3.721  6.048  -0.88
C  2.809  4.409  4.714  -0.82
C  1.942  5.644  4.472  2.14
N  0.496  5.350  4.703  0.46
O  0.020  4.702  3.690  -0.61
C  2.415  6.798  5.377  -1.94
C  2.164  6.145  3.050  -2.10
C  -1.324  4.185  5.916  -1.78
H  1.211  5.602  7.640  0.30
H  -0.043  6.605  6.900  0.35
H  -0.465  5.275  7.961  0.51
H  0.765  2.630  5.475  -0.17
H  0.831  3.005  7.184  0.40
H  2.869  4.339  6.879  0.38
H  3.089  2.790  6.107  0.44
H  3.862  4.693  4.664  0.52
H  2.646  3.687  3.905  -0.13
H  1.741  7.652  5.298  0.38
H  3.405  7.130  5.066  0.42
H  2.507  6.530  6.427  0.33
H  1.965  5.379  2.304  0.42
H  3.202  6.451  2.920  0.40
H  1.531  7.006  2.830  0.45
H  -1.990  5.030  5.737  0.46
H  -1.596  3.733  6.869  0.45
H  -1.503  3.439  5.144  0.20

Summary:
Gap between HOMO and LUMO (alpha / beta) = 0.30259 / 0.33505 Eh
Energy above the lowest of the compared OMol25 structures with the same formula, charge and spin = 28.1 kcal/mol
Spin multiplicity = 3
<S²> = 2.008
Lowest unoccupied orbital energy (alpha / beta) = -0.1 / -0.1 eV
Total energy = -3080.25294 hartree


2.
2 unconnected molecules or ions with the total composition C6H12O. Source: OMol25; level of theory: the ωB97M-V functional and the def2-TZVPD basis.

Last column: Mulliken charge in e.
CARTESIAN COORDINATES (ANGSTROEM)
C  -0.108  -0.060  -1.334  -1.26
C  -0.089  0.363  0.092  0.47
C  -0.072  -0.429  1.164  -0.07
C  -0.094  -1.921  1.044  -1.31
C  -1.787  1.936  0.848  -0.75
C  -0.585  1.798  0.281  -0.62
H  0.595  0.355  -2.054  0.32
H  -1.066  0.178  -1.808  0.38
H  -0.146  -1.153  -1.431  0.31
H  -0.241  0.011  2.139  0.54
H  0.388  -2.352  1.940  0.36
H  0.571  -2.378  0.316  0.39
H  -1.098  -2.354  1.017  0.28
H  -2.260  1.077  1.292  0.33
H  -2.153  2.949  0.985  0.28
H  -0.009  2.592  -0.180  0.34
H  2.966  0.242  -2.045  0.31
H  2.326  -0.317  -0.747  0.36
O  2.863  -0.538  -1.519  -0.65

Summary:
Gap between HOMO and LUMO = 0.37050 Eh
Energy above the lowest of the compared OMol25 structures with the same formula, charge and spin = 46.8 kcal/mol
Lowest unoccupied orbital energy = 0.9 eV
Total energy = -310.98476 hartree


3.
A single C4H4Cl2OS molecule. Source: OMol25; level of theory: the ωB97M-V functional and the def2-TZVPD basis.

Last column: Mulliken charge in e.
CARTESIAN COORDINATES (ANGSTROEM)
C  0.180  -0.782  -0.901  -0.57
C  0.219  0.476  0.064  0.44
C  -0.259  0.119  1.489  -0.21
C  -0.071  1.700  -0.369  0.37
H  0.732  -2.403  0.228  0.30
H  0.526  -0.478  -1.944  0.29
H  -0.932  -1.331  -1.114  0.23
H  -0.950  0.828  2.294  0.17
O  1.140  -1.935  -0.526  -0.47
S  -0.187  -1.387  2.075  -0.26
Cl  -0.272  2.269  -2.037  -0.14
Cl  -0.125  2.926  0.741  -0.15

Summary:
Gap between HOMO and LUMO = 0.28820 Eh
Energy above the lowest of the compared OMol25 structures with the same formula, charge and spin = 75.3 kcal/mol
Lowest unoccupied orbital energy = -1.1 eV
Total energy = -1548.50525 hartree


4.
3 unconnected molecules or ions with the total composition C18H34IN2O5. Source: OMol25; level of theory: the ωB97M-V functional and the def2-TZVPD basis.

Last column: Mulliken charge in e.
CARTESIAN COORDINATES (ANGSTROEM)
C  3.880  -2.557  0.100  -1.02
C  2.718  -1.752  -0.445  0.01
O  1.831  -1.364  0.664  -0.33
C  1.271  -0.168  0.633  -0.39
N  2.016  0.929  0.431  0.07
C  1.500  2.177  0.434  -0.40
C  0.163  2.378  0.648  -0.18
I  -0.647  4.301  0.687  0.31
C  -0.660  1.247  0.842  1.14
C  -2.139  1.448  1.013  -0.22
O  -2.778  1.726  0.061  -0.41
O  -2.669  1.367  2.237  -0.49
C  -0.112  -0.028  0.841  0.43
C  -0.960  -1.264  1.049  -1.17
C  -1.967  -1.462  -0.130  -0.49
C  -1.986  -2.900  -0.632  -0.73
C  -2.660  -3.942  0.316  -0.66
N  -3.367  -3.458  1.484  -0.60
H  3.961  -3.501  -0.425  0.17
H  4.818  -2.019  0.028  0.33
H  3.714  -2.808  1.142  0.36
H  3.037  -0.896  -1.030  0.46
H  2.119  -2.403  -1.071  -0.08
H  3.009  0.812  0.272  0.31
H  2.153  3.016  0.263  0.42
H  -2.281  0.645  2.749  0.42
H  -1.476  -1.133  1.995  0.20
H  -0.314  -2.130  1.087  0.71
H  -2.953  -1.152  0.197  0.33
H  -1.653  -0.809  -0.938  0.67
H  -2.522  -2.887  -1.577  0.44
H  -0.949  -3.164  -0.845  0.08
H  -3.332  -4.548  -0.282  0.35
H  -1.886  -4.614  0.680  0.35
H  -4.128  -2.834  1.261  0.27
H  -2.759  -3.065  2.183  0.26
C  -0.554  7.934  1.783  -1.06
C  -1.548  8.702  0.928  0.38
C  -2.420  9.625  1.764  -1.22
O  -2.364  7.780  0.199  -0.55
H  -1.081  7.299  2.503  0.30
H  0.053  7.284  1.150  0.15
H  0.110  8.600  2.334  0.38
H  -1.008  9.287  0.183  0.28
H  -3.003  9.050  2.488  0.31
H  -3.126  10.160  1.129  0.32
H  -1.819  10.355  2.307  0.37
H  -2.864  7.264  0.841  0.36
C  1.720  -5.991  -1.704  -1.25
C  2.397  -5.014  -2.655  0.71
C  2.250  -5.452  -4.102  -1.43
O  3.783  -4.880  -2.319  -0.55
H  2.177  -6.980  -1.785  0.43
H  1.835  -5.664  -0.669  0.28
H  0.656  -6.085  -1.924  0.35
H  1.959  -4.021  -2.530  0.07
H  2.722  -6.425  -4.255  0.36
H  2.740  -4.743  -4.769  0.36
H  1.200  -5.531  -4.388  0.37
H  4.194  -5.745  -2.427  0.34

Summary:
Gap between HOMO and LUMO = 0.27238 Eh
Energy above the lowest of the compared OMol25 structures with the same formula, charge and spin = 0.0 kcal/mol
Lowest unoccupied orbital energy = -4.2 eV
Total energy = -1489.40751 hartree
Net charge = +1